(1)
{"formula": "C40H90BrClINO17PS7", "method": "wB97M-V/def2-TZVPD", "elements": ["C", "C", "N", "C", "C", "C", "S", "S", "C", "C", "C", "P", "Cl", "C", "C", "C", "C", "C", "C", "C", "C", "C", "C", "C", "O", "C", "C", "C", "O", "Br", "C", "C", "C", "I", "H", "H", "H", "H", "H", "H", "H", "H", "H", "H", "H", "H", "H", "H", "H", "H", "H", "H", "H", "H", "H", "H", "H", "H", "H", "H", "H", "H", "H", "H", "H", "H", "H", "H", "H", "H", "H", "H", "H", "H", "H", "H", "H", "H", "H", "H", "H", "H", "H", "H", "O", "S", "O", "O", "C", "C", "C", "H", "H", "H", "H", "H", "H", "H", "H", "O", "S", "O", "O", "C", "C", "C", "H", "H", "H", "H", "H", "H", "H", "H", "O", "S", "O", "O", "C", "C", "C", "H", "H", "H", "H", "H", "H", "H", "H", "O", "S", "O", "O", "C", "C", "C", "H", "H", "H", "H", "H", "H", "H", "H", "O", "S", "O", "O", "C", "C", "C", "H", "H", "H", "H", "H", "H", "H", "H"], "xyz": [[1.07, 3.57, 1.32], [0.35, 2.66, 0.34], [0.47, 1.24, 0.71], [0.06, 0.93, 2.08], [-1.23, 1.58, 2.59], [-0.06, 0.38, -0.27], [-1.44, -0.48, -0.12], [0.91, 0.33, -1.71], [0.23, -1.05, -2.64], [1.03, -1.16, -3.94], [2.46, -1.68, -3.73], [2.98, -3.44, -4.30], [1.01, -4.17, -3.41], [4.02, -3.72, -2.71], [3.50, -4.35, -1.42], [2.73, -3.41, -0.49], [2.87, -3.81, 0.99], [2.55, -5.27, 1.29], [2.49, -5.56, 2.80], [1.19, -6.20, 3.30], [1.03, -7.67, 2.90], [0.17, -7.97, 1.68], [-1.34, -7.82, 1.91], [-1.92, -6.40, 1.74], [-1.05, -5.50, 1.11], [-1.18, -5.40, -0.30], [2.13, -3.07, -6.07], [0.92, -3.80, -6.45], [0.73, -4.97, -6.57], [-0.66, -2.61, -6.97], [3.45, -5.20, -4.99], [3.28, -6.61, -4.43], [1.94, -7.09, -3.90], [4.85, -7.29, -3.07], [0.54, 3.64, 2.27], [1.17, 4.56, 0.88], [2.07, 3.19, 1.49], [-0.70, 2.94, 0.24], [0.80, 2.78, -0.64], [0.88, 1.22, 2.73], [-0.03, -0.15, 2.16], [-1.02, 2.43, 3.23], [-1.90, 1.87, 1.79], [-1.78, 0.86, 3.19], [0.29, -1.95, -2.04], [-0.80, -0.80, -2.87], [0.44, -1.74, -4.64], [1.08, -0.15, -4.36], [2.67, -1.56, -2.67], [3.14, -1.00, -4.24], [4.18, -2.90, -4.90], [4.87, -4.30, -3.07], [4.47, -2.76, -2.44], [4.39, -4.65, -0.85], [2.96, -5.28, -1.57], [3.09, -2.39, -0.62], [1.67, -3.46, -0.73], [2.23, -3.18, 1.61], [3.90, -3.61, 1.28], [3.32, -5.91, 0.85], [1.61, -5.53, 0.83], [3.29, -6.26, 3.05], [2.70, -4.65, 3.37], [0.34, -5.60, 2.97], [1.20, -6.14, 4.39], [0.58, -8.21, 3.74], [2.02, -8.10, 2.76], [0.34, -9.02, 1.42], [0.50, -7.40, 0.82], [-1.57, -8.20, 2.90], [-1.84, -8.48, 1.20], [-2.86, -6.46, 1.19], [-2.17, -5.98, 2.72], [-1.74, -6.23, -0.71], [-0.20, -5.38, -0.75], [-1.67, -4.46, -0.55], [1.95, -2.01, -6.19], [2.85, -3.32, -6.85], [3.04, -5.28, -6.00], [4.52, -5.08, -5.17], [3.51, -7.27, -5.25], [1.87, -8.16, -4.05], [1.14, -6.61, -4.45], [1.80, -6.90, -2.84], [-3.51, 3.03, 4.64], [-3.35, 4.45, 4.61], [-2.05, 5.02, 4.82], [-4.38, 5.10, 5.62], [-4.39, 4.57, 6.97], [-3.25, 5.09, 7.82], [-4.02, 5.09, 3.12], [-4.39, 3.48, 6.93], [-5.35, 4.89, 7.38], [-2.29, 4.71, 7.47], [-3.39, 4.76, 8.85], [-3.21, 6.18, 7.79], [-5.03, 4.71, 2.98], [-3.37, 4.78, 2.31], [-4.03, 6.18, 3.20], [3.57, 4.88, -0.44], [4.56, 3.94, -0.87], [5.93, 4.17, -0.51], [4.45, 3.79, -2.45], [4.43, 4.99, -3.24], [5.81, 5.60, -3.41], [4.10, 2.30, -0.46], [3.73, 5.70, -2.80], [4.03, 4.68, -4.20], [6.19, 5.99, -2.47], [5.76, 6.42, -4.13], [6.51, 4.86, -3.78], [3.07, 2.13, -0.78], [4.18, 2.20, 0.62], [4.77, 1.61, -0.95], [-1.40, 6.66, 1.06], [-1.38, 7.86, 1.84], [-2.61, 8.56, 2.07], [-0.32, 8.85, 1.22], [-0.39, 9.09, -0.21], [-1.50, 10.06, -0.57], [-0.58, 7.56, 3.37], [-0.50, 8.14, -0.72], [0.58, 9.50, -0.46], [-2.48, 9.63, -0.39], [-1.42, 10.32, -1.63], [-1.42, 10.98, 0.02], [0.36, 7.06, 3.18], [-1.24, 6.91, 3.96], [-0.43, 8.51, 3.88], [0.27, 0.68, -12.20], [-0.69, 1.20, -11.28], [-0.44, 1.15, -9.88], [-2.10, 0.54, -11.60], [-2.16, -0.91, -11.68], [-2.21, -1.58, -10.32], [-1.12, 2.84, -11.73], [-1.32, -1.27, -12.28], [-3.08, -1.10, -12.24], [-1.28, -1.47, -9.77], [-2.40, -2.65, -10.45], [-3.01, -1.15, -9.71], [-1.36, 2.87, -12.79], [-0.26, 3.46, -11.51], [-1.98, 3.16, -11.13], [-6.83, 2.55, 11.17], [-5.45, 2.24, 11.41], [-4.45, 2.75, 10.52], [-5.30, 0.67, 11.52], [-5.86, -0.14, 10.46], [-5.00, -0.16, 9.22], [-5.01, 2.64, 13.06], [-6.87, 0.21, 10.25], [-5.94, -1.13, 10.89], [-4.98, 0.82, 8.73], [-5.40, -0.88, 8.51], [-3.98, -0.43, 9.47], [-5.76, 2.21, 13.73], [-5.01, 3.72, 13.13], [-4.02, 2.24, 13.27]], "homo_lumo_gap_ev": 6.3864, "spin_multiplicity": 1, "charge": -1, "fmax_ev_per_a": 1.4}

***

(2)
{"formula": "C40H90F6N5P", "method": "wB97M-V/def2-TZVPD", "elements": ["C", "C", "C", "N", "C", "C", "C", "C", "C", "H", "H", "H", "H", "H", "H", "H", "H", "H", "H", "H", "H", "H", "H", "H", "H", "H", "H", "C", "C", "C", "N", "C", "C", "C", "C", "C", "H", "H", "H", "H", "H", "H", "H", "H", "H", "H", "H", "H", "H", "H", "H", "H", "H", "H", "C", "C", "C", "N", "C", "C", "C", "C", "C", "H", "H", "H", "H", "H", "H", "H", "H", "H", "H", "H", "H", "H", "H", "H", "H", "H", "H", "C", "C", "C", "N", "C", "C", "C", "C", "C", "H", "H", "H", "H", "H", "H", "H", "H", "H", "H", "H", "H", "H", "H", "H", "H", "H", "H", "C", "C", "C", "N", "C", "C", "C", "C", "C", "H", "H", "H", "H", "H", "H", "H", "H", "H", "H", "H", "H", "H", "H", "H", "H", "H", "H", "P", "F", "F", "F", "F", "F", "F"], "xyz": [[-1.60, -4.04, -7.19], [-1.55, -3.46, -5.78], [-2.46, -2.24, -5.72], [-2.57, -1.57, -4.38], [-1.20, -1.11, -3.95], [-3.48, -0.40, -4.46], [-3.91, -0.17, -3.02], [-3.83, -1.55, -2.34], [-3.20, -2.49, -3.36], [-0.86, -4.82, -7.33], [-1.40, -3.29, -7.96], [-2.57, -4.47, -7.42], [-0.51, -3.29, -5.49], [-1.97, -4.16, -5.05], [-3.47, -2.52, -6.01], [-2.13, -1.46, -6.41], [-0.93, -0.45, -4.78], [-0.54, -1.95, -3.85], [-1.26, -0.46, -3.08], [-2.92, 0.45, -4.85], [-4.31, -0.54, -5.15], [-3.23, 0.54, -2.55], [-4.90, 0.26, -2.88], [-3.18, -1.49, -1.47], [-4.79, -1.91, -1.99], [-2.40, -3.13, -2.99], [-3.96, -3.06, -3.89], [-4.03, 3.52, -2.99], [-3.28, 3.25, -1.70], [-2.69, 4.56, -1.18], [-1.72, 4.42, -0.02], [-2.26, 3.53, 1.03], [-1.52, 5.82, 0.47], [-0.51, 6.45, -0.48], [0.26, 5.27, -1.12], [-0.33, 4.01, -0.49], [-4.89, 4.15, -2.75], [-4.48, 2.63, -3.42], [-3.46, 4.07, -3.74], [-2.50, 2.48, -1.81], [-3.92, 2.78, -0.95], [-3.51, 5.21, -0.89], [-2.11, 4.97, -2.00], [-1.56, 3.56, 1.86], [-2.37, 2.50, 0.71], [-3.21, 3.98, 1.34], [-1.14, 5.77, 1.49], [-2.42, 6.43, 0.52], [0.20, 7.13, -0.01], [-0.95, 7.07, -1.26], [1.34, 5.33, -1.06], [0.02, 5.20, -2.19], [0.19, 3.73, 0.43], [-0.43, 3.15, -1.14], [1.83, -4.61, -0.15], [0.54, -5.35, 0.16], [-0.16, -4.77, 1.38], [-1.39, -5.48, 1.88], [-1.01, -6.81, 2.46], [-2.42, -5.50, 0.77], [-3.02, -4.09, 0.82], [-2.86, -3.61, 2.25], [-2.12, -4.73, 2.98], [2.28, -5.02, -1.05], [2.54, -4.78, 0.66], [1.63, -3.54, -0.21], [0.76, -6.41, 0.36], [-0.15, -5.38, -0.68], [-0.49, -3.76, 1.12], [0.50, -4.64, 2.25], [-0.53, -6.67, 3.42], [-0.40, -7.35, 1.74], [-1.93, -7.40, 2.53], [-3.13, -6.28, 1.04], [-2.01, -5.75, -0.19], [-4.05, -4.10, 0.44], [-2.55, -3.34, 0.18], [-3.84, -3.42, 2.69], [-2.26, -2.70, 2.33], [-2.91, -5.36, 3.37], [-1.41, -4.42, 3.74], [-1.60, 3.32, 6.10], [-0.67, 2.11, 6.13], [0.04, 1.95, 4.80], [1.09, 0.86, 4.75], [0.45, -0.46, 4.95], [1.82, 0.89, 3.40], [3.29, 0.84, 3.70], [3.41, 0.42, 5.20], [2.17, 1.09, 5.79], [-2.39, 3.21, 5.36], [-0.99, 4.21, 5.93], [-2.03, 3.49, 7.09], [-1.28, 1.21, 6.28], [0.03, 2.12, 6.96], [0.50, 2.86, 4.42], [-0.67, 1.64, 4.02], [1.20, -1.23, 4.82], [-0.35, -0.58, 4.24], [0.13, -0.50, 5.99], [1.43, 0.02, 2.87], [1.48, 1.77, 2.86], [3.92, 0.20, 3.10], [3.83, 1.80, 3.66], [3.34, -0.66, 5.33], [4.35, 0.81, 5.58], [1.81, 0.63, 6.70], [2.40, 2.14, 5.91], [3.10, -0.21, -3.55], [3.93, -0.29, -2.27], [3.79, 0.99, -1.47], [4.80, 1.16, -0.36], [4.84, -0.07, 0.48], [4.45, 2.31, 0.53], [5.16, 3.57, 0.03], [6.15, 3.07, -1.02], [6.16, 1.55, -0.92], [2.06, -0.01, -3.29], [3.15, -1.18, -4.05], [3.49, 0.50, -4.28], [4.97, -0.45, -2.54], [3.58, -1.12, -1.66], [2.82, 1.00, -0.97], [3.90, 1.87, -2.11], [5.20, -0.92, -0.08], [3.77, -0.22, 0.70], [5.39, 0.05, 1.41], [4.69, 2.04, 1.56], [3.36, 2.44, 0.62], [5.62, 4.11, 0.85], [4.41, 4.25, -0.37], [7.14, 3.51, -0.95], [5.81, 3.34, -2.02], [6.88, 1.18, -0.19], [6.33, 1.07, -1.88], [-0.37, -0.06, 0.05], [1.12, -0.60, 0.37], [-0.89, -0.67, 1.46], [-0.08, 1.33, 0.81], [-1.89, 0.34, -0.36], [0.02, 0.60, -1.38], [-0.61, -1.51, -0.67]], "de_lowest_ev": 0.000, "homo_lumo_gap_ev": 11.6521, "spin_multiplicity": 1, "charge": 4, "fmax_ev_per_a": 1.9}

***

(3)
{"formula": "C40H90FIN2O18P", "method": "wB97M-V/def2-TZVPD", "elements": ["C", "C", "C", "F", "C", "C", "C", "O", "O", "P", "O", "O", "C", "C", "C", "C", "O", "C", "C", "C", "C", "C", "C", "C", "C", "O", "C", "C", "C", "C", "C", "C", "N", "C", "I", "C", "C", "C", "N", "H", "H", "H", "H", "H", "H", "H", "H", "H", "H", "H", "H", "H", "H", "H", "H", "H", "H", "H", "H", "H", "H", "H", "H", "H", "H", "H", "H", "H", "H", "H", "H", "H", "H", "H", "H", "H", "H", "H", "H", "H", "H", "C", "O", "H", "H", "H", "H", "C", "O", "H", "H", "H", "H", "C", "O", "H", "H", "H", "H", "C", "O", "H", "H", "H", "H", "C", "O", "H", "H", "H", "H", "C", "O", "H", "H", "H", "H", "C", "O", "H", "H", "H", "H", "C", "O", "H", "H", "H", "H", "C", "O", "H", "H", "H", "H", "C", "O", "H", "H", "H", "H", "C", "O", "H", "H", "H", "H", "C", "O", "H", "H", "H", "H"], "xyz": [[4.84, 1.94, -1.75], [3.34, 1.83, -2.27], [2.39, 2.05, -1.01], [3.13, 2.33, 0.18], [1.48, 0.82, -0.66], [0.03, 1.09, -0.53], [-0.63, 2.47, -0.76], [-0.79, 3.20, 0.19], [-1.07, 2.92, -2.02], [-1.64, 1.64, -3.00], [-0.40, 1.08, -4.00], [-2.89, 2.17, -3.97], [-0.84, -0.04, -0.15], [-2.38, 0.14, 0.06], [-2.70, 1.05, 1.34], [-3.68, 2.23, 0.87], [-3.43, 0.31, 2.33], [-3.36, 0.93, 3.61], [-4.62, 0.60, 4.50], [-4.42, 0.59, 5.97], [-5.55, 0.25, 6.86], [-6.85, -0.03, 6.23], [-7.08, 0.01, 4.79], [-5.93, 0.33, 3.91], [-0.23, -1.36, 0.05], [-1.12, -2.37, 0.42], [-0.92, -2.51, 1.88], [-2.13, -3.18, 2.60], [-2.71, -4.45, 1.86], [-1.60, -3.60, 4.06], [-1.47, -2.32, 5.00], [-2.44, -4.76, 4.72], [1.13, -1.61, -0.12], [1.66, -2.99, 0.06], [2.88, -3.16, 1.88], [2.43, -3.52, -1.22], [1.87, -2.98, -2.58], [1.99, -0.54, -0.45], [3.40, -0.69, -0.60], [5.57, 1.80, -2.59], [5.00, 2.99, -1.37], [5.06, 1.20, -0.95], [3.14, 0.82, -2.73], [3.22, 2.61, -3.06], [1.79, 2.98, -1.21], [-0.35, 0.11, -3.88], [-3.73, 1.84, -3.61], [-2.88, 0.64, -0.81], [-2.91, -0.84, 0.21], [-1.77, 1.51, 1.77], [-4.72, 1.82, 0.87], [-3.37, 2.67, -0.11], [-3.63, 3.06, 1.63], [-2.46, 0.59, 4.21], [-3.31, 2.05, 3.56], [-3.41, 0.83, 6.40], [-5.38, 0.22, 7.96], [-7.70, -0.29, 6.90], [-8.09, -0.19, 4.36], [-6.12, 0.36, 2.81], [-0.79, -1.47, 2.30], [0.01, -3.10, 2.13], [-2.98, -2.46, 2.81], [-3.71, -4.69, 2.31], [-2.03, -5.32, 2.05], [-2.88, -4.29, 0.76], [-0.54, -3.99, 3.96], [-1.68, -1.38, 4.42], [-2.18, -2.36, 5.87], [-0.41, -2.20, 5.40], [-2.15, -5.72, 4.21], [-3.55, -4.59, 4.70], [-2.06, -4.86, 5.78], [0.83, -3.73, 0.22], [3.54, -3.32, -1.12], [2.34, -4.65, -1.26], [0.75, -2.88, -2.62], [2.33, -1.97, -2.81], [2.16, -3.63, -3.45], [3.85, -1.02, 0.25], [3.65, -1.24, -1.42], [0.08, 6.88, -0.67], [-0.39, 6.51, -1.95], [0.55, 7.86, -0.71], [-0.76, 6.93, 0.03], [0.81, 6.14, -0.33], [-0.80, 5.65, -1.85], [2.25, 2.92, -5.95], [3.63, 2.64, -6.11], [1.76, 2.85, -6.92], [1.80, 2.19, -5.27], [2.12, 3.93, -5.55], [4.05, 2.71, -5.25], [2.01, 8.30, 2.03], [0.62, 8.24, 2.33], [2.18, 9.09, 1.30], [2.58, 8.52, 2.94], [2.34, 7.34, 1.62], [0.50, 7.54, 2.98], [0.35, -6.85, -2.04], [0.18, -5.45, -2.27], [1.41, -7.05, -1.90], [-0.21, -7.14, -1.15], [-0.01, -7.40, -2.91], [-0.76, -5.29, -2.40], [1.29, -0.60, 7.88], [1.23, -0.88, 6.49], [0.37, -0.96, 8.35], [2.14, -1.11, 8.33], [1.37, 0.48, 8.04], [2.05, -0.56, 6.10], [-5.21, -0.96, -3.47], [-5.38, 0.44, -3.69], [-4.16, -1.16, -3.29], [-5.80, -1.26, -2.59], [-5.55, -1.51, -4.35], [-6.31, 0.60, -3.85], [4.48, -5.42, -5.31], [3.73, -5.30, -4.10], [4.06, -4.75, -6.05], [5.53, -5.15, -5.12], [4.43, -6.45, -5.68], [4.12, -5.91, -3.46], [-2.96, -0.83, -6.84], [-3.37, -0.90, -5.47], [-2.68, -1.83, -7.17], [-3.79, -0.46, -7.45], [-2.10, -0.16, -6.94], [-3.61, 0.00, -5.20], [2.38, 6.98, -3.57], [3.52, 7.45, -2.86], [2.71, 6.54, -4.51], [1.87, 6.21, -2.98], [1.70, 7.81, -3.77], [3.21, 7.83, -2.04], [-1.04, -8.54, 2.62], [-0.50, -7.80, 1.53], [-1.17, -9.57, 2.32], [-0.36, -8.49, 3.48], [-2.01, -8.12, 2.90], [-0.40, -6.89, 1.82], [6.46, -5.21, 2.30], [6.29, -3.82, 2.08], [7.52, -5.42, 2.44], [5.91, -5.52, 3.19], [6.10, -5.77, 1.43], [5.34, -3.66, 1.95], [4.19, 11.19, -2.52], [3.72, 10.81, -3.80], [4.67, 12.17, -2.59], [3.36, 11.24, -1.82], [4.93, 10.46, -2.17], [3.31, 9.94, -3.70]], "de_lowest_ev": 3.981, "homo_lumo_gap_ev": 6.3384, "spin_multiplicity": 1, "charge": 1, "fmax_ev_per_a": 3.8}

***

Number 1: molecular weight 1354.85 g mol⁻¹. Number 2: molecular weight 786.16 g mol⁻¹. Number 3: molecular weight 1064.03 g mol⁻¹.